--- w ---
The following is a quantum chemistry calculation of 14 unconnected molecules or ions with the total composition C56H70N14, from the OMol25 dataset.

HOMO energy ... -7.902 eV

Each line ends with the Mulliken charge.
Atoms and positions in Å:
N  -4.982  -5.124  6.023  0.020
C  -3.838  -5.856  6.275  -0.557
C  -2.862  -5.600  5.277  -0.352
C  -3.512  -4.822  4.301  -0.382
C  -4.806  -4.563  4.776  -0.603
H  -5.753  -5.029  6.669  0.208
H  -3.707  -6.428  7.182  0.357
H  -1.860  -6.002  5.262  0.438
H  -3.032  -4.536  3.377  0.432
H  -5.656  -4.006  4.409  0.440
N  1.266  -0.913  0.121  0.193
C  0.902  -0.062  -0.865  -0.739
C  -0.384  0.248  -0.813  -0.419
C  -0.905  -0.340  0.389  -0.524
C  0.173  -1.074  0.873  -0.619
H  2.165  -1.314  0.345  0.163
H  1.627  0.176  -1.629  0.490
H  -0.985  0.900  -1.429  0.485
H  -1.920  -0.197  0.729  0.467
H  0.383  -1.762  1.678  0.504
N  -1.087  4.458  4.749  0.049
C  -0.482  4.553  5.962  -0.507
C  0.204  3.316  6.196  -0.498
C  -0.084  2.506  5.092  -0.412
C  -0.876  3.234  4.287  -0.586
H  -1.524  5.226  4.261  0.216
H  -0.468  5.491  6.497  0.373
H  0.705  3.072  7.121  0.409
H  0.193  1.476  4.927  0.497
H  -1.254  3.003  3.302  0.462
N  5.689  -3.355  1.348  0.037
C  6.580  -2.617  2.132  -0.549
C  6.887  -1.501  1.388  -0.516
C  6.206  -1.541  0.167  -0.463
C  5.428  -2.664  0.180  -0.438
H  5.220  -4.198  1.647  0.169
H  6.866  -2.984  3.106  0.392
H  7.611  -0.769  1.711  0.399
H  6.186  -0.890  -0.694  0.482
H  4.802  -3.137  -0.562  0.482
N  4.337  -0.873  -5.882  0.049
C  4.342  -1.948  -5.006  -0.488
C  5.717  -2.270  -4.917  -0.311
C  6.531  -1.439  -5.710  -0.456
C  5.587  -0.672  -6.399  -0.559
H  3.517  -0.365  -6.181  0.195
H  3.437  -2.310  -4.541  0.415
H  6.093  -3.006  -4.221  0.391
H  7.608  -1.508  -5.664  0.389
H  5.746  0.183  -7.040  0.380
N  -5.991  -3.182  -3.328  0.012
C  -4.714  -2.911  -3.042  -0.534
C  -4.501  -3.093  -1.690  -0.456
C  -5.707  -3.586  -1.208  -0.338
C  -6.656  -3.573  -2.200  -0.614
H  -6.403  -3.020  -4.236  0.203
H  -3.989  -2.511  -3.735  0.453
H  -3.561  -3.079  -1.158  0.473
H  -5.862  -3.837  -0.170  0.433
H  -7.695  -3.867  -2.224  0.370
N  -7.277  3.973  -2.621  0.013
C  -6.570  2.817  -2.512  -0.506
C  -5.819  2.602  -3.656  -0.508
C  -6.117  3.661  -4.457  -0.246
C  -7.014  4.492  -3.852  -0.619
H  -7.942  4.248  -1.912  0.204
H  -6.735  2.143  -1.684  0.429
H  -5.257  1.708  -3.885  0.465
H  -5.709  3.872  -5.434  0.397
H  -7.418  5.433  -4.198  0.367
N  -1.329  -0.668  -7.299  -0.001
C  -2.277  -0.004  -8.081  -0.458
C  -2.392  1.301  -7.703  -0.413
C  -1.539  1.482  -6.651  -0.247
C  -0.876  0.265  -6.346  -0.756
H  -1.022  -1.627  -7.376  0.200
H  -2.887  -0.547  -8.788  0.371
H  -3.091  2.041  -8.064  0.385
H  -1.500  2.412  -6.104  0.424
H  -0.190  0.002  -5.554  0.500
N  5.322  4.755  -6.516  0.038
C  4.454  4.189  -5.634  -0.742
C  5.190  3.395  -4.754  -0.186
C  6.520  3.505  -5.123  -0.526
C  6.530  4.366  -6.231  -0.477
H  5.101  5.458  -7.206  0.204
H  3.376  4.248  -5.667  0.413
H  4.838  2.778  -3.941  0.509
H  7.373  3.111  -4.590  0.391
H  7.458  4.767  -6.612  0.377
N  -8.416  0.401  4.425  0.029
C  -9.639  0.719  3.991  -0.480
C  -9.841  0.170  2.730  -0.458
C  -8.640  -0.219  2.292  -0.205
C  -7.772  -0.070  3.312  -0.699
H  -8.030  0.606  5.336  0.206
H  -10.299  1.242  4.667  0.370
H  -10.720  0.163  2.102  0.359
H  -8.477  -0.654  1.317  0.457
H  -6.708  -0.246  3.379  0.422
N  3.629  -3.129  7.215  -0.017
C  2.642  -2.403  6.475  -0.743
C  1.387  -2.741  6.842  -0.150
C  1.572  -3.497  7.997  -0.355
C  2.939  -3.854  8.118  -0.540
H  4.624  -3.004  7.099  0.201
H  2.930  -1.693  5.714  0.411
H  0.382  -2.483  6.545  0.424
H  0.752  -3.897  8.575  0.369
H  3.402  -4.438  8.900  0.401
N  1.043  6.086  -1.363  0.120
C  1.012  7.014  -2.279  -0.404
C  -0.303  7.331  -2.635  -0.451
C  -1.122  6.384  -1.942  -0.434
C  -0.267  5.724  -1.146  -0.617
H  1.844  5.750  -0.847  0.163
H  1.930  7.369  -2.723  0.374
H  -0.622  8.003  -3.418  0.367
H  -2.189  6.377  -2.110  0.423
H  -0.423  4.900  -0.466  0.457
N  3.609  4.241  2.308  0.069
C  4.330  3.609  1.340  -0.758
C  5.114  4.602  0.796  -0.309
C  4.953  5.790  1.443  -0.538
C  4.072  5.544  2.473  -0.331
H  2.888  3.820  2.877  0.183
H  4.121  2.572  1.126  0.487
H  5.710  4.611  -0.105  0.404
H  5.397  6.747  1.210  0.387
H  3.664  6.065  3.327  0.402
N  2.481  -7.308  0.990  0.041
C  3.650  -7.912  1.381  -0.431
C  3.869  -7.633  2.718  -0.464
C  2.851  -6.846  3.127  -0.418
C  1.892  -6.768  2.051  -0.658
H  2.163  -7.339  0.032  0.200
H  4.229  -8.470  0.660  0.399
H  4.608  -8.133  3.326  0.404
H  2.655  -6.560  4.150  0.477
H  0.966  -6.232  1.905  0.451



--- x ---
The following is a quantum chemistry calculation of 14 unconnected molecules or ions with the total composition C56H70N14, from the OMol25 dataset.

HOMO energy ... -8.174 eV

Each line ends with the Mulliken charge.
Atoms and positions in Å:
N  -16.627  6.187  -0.337  0.100
C  -17.747  6.581  0.362  -0.413
C  -17.572  6.231  1.661  -0.529
C  -16.328  5.574  1.779  -0.615
C  -15.777  5.523  0.503  -0.377
H  -16.570  6.200  -1.348  0.277
H  -18.503  7.156  -0.199  0.387
H  -18.221  6.557  2.505  0.474
H  -15.768  5.205  2.657  0.391
H  -14.817  5.089  0.181  0.381
N  -20.850  0.477  -6.172  0.887
C  -19.696  0.669  -5.447  -0.420
C  -18.843  -0.364  -5.657  -0.419
C  -19.492  -1.233  -6.651  -1.017
C  -20.702  -0.691  -6.917  -0.649
H  -21.617  1.101  -6.181  -0.443
H  -19.403  1.656  -5.059  0.404
H  -17.803  -0.367  -5.363  0.528
H  -19.052  -2.128  -6.927  0.553
H  -21.390  -1.105  -7.638  0.456
N  -26.185  7.226  -2.447  0.154
C  -24.926  6.758  -2.542  -1.074
C  -24.721  6.521  -3.912  0.404
C  -25.884  6.994  -4.633  -0.988
C  -26.791  7.346  -3.679  -0.803
H  -26.621  7.566  -1.663  0.111
H  -24.351  6.432  -1.663  0.502
H  -23.818  6.113  -4.355  0.871
H  -26.013  6.899  -5.727  0.383
H  -27.739  7.827  -3.835  0.424
N  -26.702  2.835  0.139  0.143
C  -27.462  3.421  1.079  -0.518
C  -27.040  3.008  2.295  -0.643
C  -26.036  2.058  2.037  -0.934
C  -25.794  1.979  0.692  -0.371
H  -26.889  2.989  -0.841  0.620
H  -28.252  4.083  0.735  0.411
H  -27.561  3.201  3.225  0.417
H  -25.428  1.544  2.716  0.493
H  -24.915  1.450  0.304  0.541
N  -20.193  -0.054  0.397  0.237
C  -20.119  -1.366  0.027  -0.369
C  -21.145  -2.071  0.665  -0.942
C  -21.907  -1.126  1.338  -0.452
C  -21.282  0.103  1.231  -0.085
H  -19.478  0.676  0.198  0.245
H  -19.311  -1.675  -0.645  0.369
H  -21.310  -3.131  0.766  0.431
H  -22.914  -1.229  1.781  0.375
H  -21.585  1.072  1.548  0.167
N  -22.062  3.132  -7.755  0.216
C  -23.262  2.505  -8.066  -1.040
C  -24.140  2.726  -7.030  -0.643
C  -23.520  3.613  -6.186  0.548
C  -22.224  3.864  -6.631  -0.820
H  -21.215  2.989  -8.265  0.166
H  -23.286  1.808  -8.886  0.381
H  -25.148  2.396  -6.883  0.585
H  -23.980  3.863  -5.235  0.354
H  -21.592  4.721  -6.358  0.479
N  -19.150  2.059  -1.766  2.118
C  -18.631  2.651  -0.634  -1.159
C  -17.408  2.053  -0.396  -0.448
C  -17.150  1.172  -1.492  -1.240
C  -18.285  1.129  -2.214  -0.665
H  -20.159  2.063  -2.000  -0.742
H  -19.165  3.395  -0.078  0.481
H  -16.808  2.246  0.435  0.668
H  -16.282  0.556  -1.617  0.601
H  -18.543  0.648  -3.118  0.414
N  -17.498  4.020  -3.497  1.857
C  -16.111  3.844  -3.450  -0.525
C  -15.484  5.045  -3.601  -0.782
C  -16.532  6.022  -3.790  -1.307
C  -17.760  5.365  -3.707  -0.509
H  -18.206  3.338  -3.357  -0.475
H  -15.580  2.925  -3.166  0.357
H  -14.417  5.118  -3.734  0.549
H  -16.509  7.029  -4.075  0.544
H  -18.733  5.794  -3.839  0.377
N  -17.874  3.287  -6.749  0.209
C  -17.957  2.357  -7.775  -0.704
C  -18.586  3.046  -8.839  -0.213
C  -18.853  4.341  -8.462  -0.817
C  -18.444  4.456  -7.171  -0.171
H  -17.456  3.105  -5.880  0.226
H  -17.631  1.320  -7.636  0.427
H  -18.790  2.647  -9.899  0.340
H  -19.322  5.089  -9.127  0.372
H  -18.360  5.346  -6.514  0.331
N  -22.160  4.199  -1.250  1.852
C  -21.221  4.913  -1.923  -1.274
C  -21.005  4.338  -3.164  0.334
C  -21.899  3.235  -3.279  0.553
C  -22.541  3.191  -2.061  -1.330
H  -22.402  4.402  -0.321  -0.005
H  -20.771  5.788  -1.542  0.792
H  -20.362  4.686  -4.007  -0.330
H  -21.887  2.545  -4.162  -0.646
H  -23.281  2.542  -1.696  0.174
N  -23.673  4.678  1.937  0.196
C  -23.879  6.039  1.803  -0.630
C  -22.600  6.580  1.659  -0.687
C  -21.669  5.534  1.772  0.181
C  -22.329  4.351  1.925  -1.121
H  -24.447  4.024  2.091  0.228
H  -24.882  6.367  1.827  0.531
H  -22.354  7.623  1.412  0.473
H  -20.592  5.549  1.778  0.552
H  -22.031  3.299  2.018  0.092
N  -25.869  3.383  -3.173  0.885
C  -25.823  2.011  -2.996  0.356
C  -27.185  1.661  -2.889  -0.901
C  -27.961  2.873  -2.957  -0.867
C  -27.109  3.908  -3.050  -0.299
H  -25.048  3.997  -3.196  -0.208
H  -24.864  1.530  -2.963  -0.362
H  -27.579  0.665  -2.745  0.431
H  -29.002  2.967  -2.928  0.479
H  -27.270  4.957  -3.124  0.109
N  -19.864  8.936  -3.019  -0.026
C  -19.602  9.610  -1.803  -0.709
C  -20.853  10.036  -1.298  -0.699
C  -21.872  9.445  -2.112  -0.196
C  -21.228  8.768  -3.172  -0.627
H  -19.163  8.480  -3.576  0.258
H  -18.691  9.874  -1.400  0.552
H  -21.018  10.548  -0.357  0.418
H  -22.928  9.483  -1.999  0.548
H  -21.663  8.251  -4.009  0.489
N  -22.810  -0.809  -1.959  0.170
C  -23.910  -1.557  -2.179  -0.645
C  -24.461  -1.125  -3.379  -1.078
C  -23.625  -0.040  -3.838  -0.028
C  -22.537  0.061  -2.967  0.101
H  -22.265  -1.095  -1.201  0.387
H  -24.392  -2.178  -1.455  0.374
H  -25.438  -1.437  -3.796  0.457
H  -23.712  0.592  -4.705  0.673
H  -21.656  0.740  -2.821  -0.388



Most stable one: x, least stable one: w.



--- w ---
The following is a quantum chemistry calculation of a single C2H3NOS molecule, from the OMol25 dataset.

SMILES string ... O=CNC=S
HOMO energy ... -9.098 eV

Each line ends with the Mulliken charge.
Atoms and positions in Å:
O  0.781  1.436  1.607  -0.511
C  -0.051  0.585  1.761  0.167
N  -0.350  -0.306  0.813  -0.088
C  0.045  0.014  -0.481  -0.251
S  -0.182  -0.815  -1.853  -0.256
H  -0.612  0.453  2.752  0.305
H  -1.017  -1.059  0.986  0.248
H  0.786  0.709  -0.326  0.387



--- x ---
The following is a quantum chemistry calculation of a single C2H3NOS molecule, from the OMol25 dataset.

SMILES string ... N#C[C@H](O)S
HOMO energy ... -10.437 eV

Each line ends with the Mulliken charge.
Atoms and positions in Å:
N  2.127  -0.287  1.610  -0.347
C  1.088  -0.057  1.189  0.045
C  -0.120  0.294  0.571  0.188
O  -0.756  -0.875  0.128  -0.443
S  0.117  1.536  -0.726  -0.216
H  -0.596  0.721  1.427  0.231
H  -0.438  -0.969  -0.773  0.356
H  1.484  1.657  -0.831  0.186



--- y ---
The following is a quantum chemistry calculation of a single C2H3NOS molecule, from the OMol25 dataset.

SMILES string ... CN1OC1=S
HOMO energy ... -9.480 eV

Each line ends with the Mulliken charge.
Atoms and positions in Å:
C  -1.009  -0.176  0.114  -0.810
N  0.102  -0.090  -0.789  -0.235
O  0.841  1.111  -0.770  -0.293
C  1.390  0.042  -0.264  0.732
S  2.651  -0.512  0.458  -0.373
H  -1.745  -0.814  -0.150  0.331
H  -0.878  -0.376  1.224  0.295
H  -1.352  0.815  0.177  0.353



Most stable one: w, least stable one: y.



--- w ---
The following is a quantum chemistry calculation of a single C2H3NO2S2 molecule, from the OMol25 dataset.

SMILES string ... O=S1(=O)CC=NS1
HOMO energy ... -10.133 eV

Each line ends with the Mulliken charge.
Atoms and positions in Å:
O  -1.146  0.890  1.407  -0.526
S  -1.047  0.694  0.006  0.938
O  -1.628  1.670  -0.831  -0.571
C  0.696  0.305  -0.375  -0.580
C  0.863  -0.959  0.371  0.322
N  -0.090  -1.763  0.434  -0.472
S  -1.702  -1.172  -0.525  -0.017
H  1.239  1.121  0.070  0.323
H  0.920  0.438  -1.498  0.293
H  1.894  -1.223  0.941  0.291



--- x ---
The following is a quantum chemistry calculation of a molecular structure, C2H3NO2S2, from the OMol25 dataset.

HOMO energy ... -8.876 eV

Each line ends with the Mulliken charge.
Atoms and positions in Å:
C  0.123  0.543  -0.109  0.435
C  -1.249  0.191  -0.172  0.480
H  2.293  1.105  0.984  0.160
H  0.607  -1.470  -0.332  0.323
H  -2.398  -1.257  0.257  0.317
N  1.045  -0.524  -0.459  -0.186
O  -1.483  -1.215  0.341  -0.481
O  -2.259  0.950  -0.422  -0.505
S  2.582  -0.292  -0.134  -0.177
S  0.740  1.968  0.046  -0.365



--- y ---
The following is a quantum chemistry calculation of a single C2H3NO2S2 molecule, from the OMol25 dataset.

HOMO energy (spin up / spin down) ... -7.890 / -8.176 eV

Each line ends with the Mulliken charge.
Atoms and positions in Å:
C  -0.898  0.771  -0.257  -0.379
C  0.403  0.917  0.240  -0.052
N  -1.013  -1.773  0.164  -0.510
O  2.863  0.188  -0.432  -0.542
O  0.963  -0.017  1.103  -0.289
S  -1.959  -0.587  -0.237  0.222
S  1.584  -0.385  -0.318  0.587
H  -1.300  1.671  -0.699  0.319
H  0.952  1.844  0.164  0.407
H  -1.594  -2.628  0.273  0.236



Most stable one: w, least stable one: y.



--- w ---
The following is a quantum chemistry calculation of 3 unconnected molecules or ions with the total composition CH9N6, from the OMol25 dataset.

Net charge ... +1
HOMO energy ... -12.685 eV

Each line ends with the Mulliken charge.
Atoms and positions in Å:
C  -2.004  1.119  1.500  -0.076
N  -1.673  1.461  0.378  0.235
N  -1.182  0.997  -0.662  -0.119
N  -0.320  1.677  -1.399  -0.437
N  -0.471  -0.884  0.407  -0.017
N  -0.855  -0.776  1.599  -0.496
N  2.115  -1.423  -0.633  -0.919
H  -2.473  1.322  2.351  0.415
H  0.475  1.999  -0.966  0.199
H  -0.259  1.615  -2.460  0.267
H  -1.084  -1.360  -0.360  0.325
H  0.548  -0.814  0.134  0.490
H  -0.125  -0.276  2.134  0.303
H  2.317  -1.415  -1.682  0.256
H  2.028  -2.344  -0.093  0.295
H  2.963  -0.900  -0.250  0.279



--- x ---
The following is a quantum chemistry calculation of 2 unconnected molecules or ions with the total composition CH9N6, from the OMol25 dataset.

Net charge ... +1
HOMO energy ... -13.648 eV

Each line ends with the Mulliken charge.
Atoms and positions in Å:
C  1.778  1.467  1.700  0.433
N  2.369  2.363  1.168  -0.408
N  1.075  0.477  1.741  -0.666
N  0.941  -0.235  -1.031  -0.235
N  -1.998  -0.408  0.617  -0.479
N  -0.580  -0.069  -1.170  -0.327
N  -1.150  -1.020  -0.322  -0.299
H  3.250  2.749  1.449  0.299
H  1.015  -0.103  0.066  0.406
H  -0.904  -0.183  -2.218  0.322
H  1.447  0.444  -1.634  0.380
H  1.328  -1.229  -1.232  0.420
H  -2.835  -0.047  0.119  0.279
H  -1.428  0.334  1.065  0.270
H  -1.746  -1.810  -0.871  0.319
H  0.241  0.117  2.270  0.285



--- y ---
The following is a quantum chemistry calculation of a gas-phase ion, CH9N6 (charge +1), from the OMol25 dataset.

SMILES string ... [H]/N=C(/N)N(N)[NH2+]N
Net charge ... +1
HOMO energy ... -14.129 eV

Each line ends with the Mulliken charge.
Atoms and positions in Å:
H  0.186  1.177  2.141  0.233
N  1.024  0.687  1.874  -0.629
C  1.136  0.116  0.767  0.407
N  1.978  -0.904  0.592  -0.508
N  0.327  0.339  -0.461  0.069
N  -0.114  -0.854  -1.158  -0.598
N  -0.951  1.190  -0.364  0.023
N  -2.031  0.405  0.027  -0.585
H  2.748  -1.015  1.325  0.307
H  2.415  -1.055  -0.256  0.253
H  0.535  -1.482  -0.809  0.309
H  0.082  -0.637  -2.167  0.283
H  -0.673  1.976  0.374  0.372
H  -1.177  1.584  -1.241  0.345
H  -2.262  -0.312  -0.730  0.375
H  -1.687  -0.211  0.794  0.343



Most stable one: y, least stable one: w.